w:
Formula: C5H22NO8
Source: OMol25
Level of theory: ωB97M-V/def2-TZVPD

Computed properties:
Frontier orbital gap (Ha): 0.3341
E_HOMO (eV): -5.817
Net charge: -1

XYZ file:
```
36
C5H22NO8 ωB97M-V/def2-TZVPD
O -1.9439 1.6411 0.4737
C -0.7291 1.4232 0.4808
C -0.1228 0.3073 -0.3844
C -0.4254 0.5550 -1.8733
C 0.6375 1.5067 -2.4532
N -0.6837 -0.9971 0.0302
C -0.4552 -1.1822 1.5251
O -0.3811 0.0327 2.1190
H -0.0476 2.1084 0.9803
H 0.9627 0.2508 -0.2160
H -0.4569 -0.4051 -2.4562
H -1.4405 1.0243 -1.9905
H 0.8642 2.3430 -1.7288
H 1.5762 0.9565 -2.6556
H 0.2443 1.9671 -3.3962
H -1.7119 -0.9759 -0.1567
H -1.2829 -1.7920 1.9727
H 0.5307 -1.7179 1.6148
H -3.9967 -0.4899 0.9506
H -3.1024 0.4616 0.1309
O -3.7513 -0.3128 0.1060
H 2.9741 -1.1728 -0.0214
H 2.9750 -0.1838 1.1028
O 3.5228 -0.5823 0.4634
H 0.9964 -2.0199 -0.6453
H 1.8117 -1.3979 -1.8107
O 1.8690 -2.0335 -1.0722
H 3.3773 1.1191 -0.3252
H 2.4800 1.8343 0.6258
O 2.9543 1.9581 -0.2175
H -2.3032 -2.5619 -1.1467
H -3.5675 -1.7700 -0.8344
O -3.2782 -2.5643 -1.2516
H 0.8945 0.4448 2.0871
H 2.2022 1.1588 2.9070
O 1.9306 0.8782 2.0081
```

natural (NBO) atomic charge list, values in e, 4 entries:
1 O -0.680
2 C 0.489
3 C -0.190
4 C -0.409

=====

x:
Formula: C5H22NO8
Source: OMol25
Level of theory: ωB97M-V/def2-TZVPD

Computed properties:
Frontier orbital gap (Ha): 0.3379
E_HOMO (eV): -5.880
Net charge: -1

XYZ file:
```
36
C5H22NO8 ωB97M-V/def2-TZVPD
C -2.4202 -0.1497 0.9212
C -1.1342 -0.2631 0.0482
C -0.4093 -1.5648 0.5792
C -0.1089 -2.7046 -0.3162
O -0.1682 -2.6045 -1.5165
N -0.2664 0.9542 0.2692
C -0.0497 1.4079 1.6157
O 0.7994 0.5119 2.3635
H -2.1653 -0.2548 1.9390
H -3.0961 0.7735 0.7393
H -2.9702 -1.0758 0.5708
H -1.3570 -0.1780 -1.0480
H -0.8164 -1.9047 1.5363
H 0.6070 -1.2230 0.8821
H 0.1305 -3.6690 0.1228
H 0.6827 0.7430 -0.1366
H -0.8055 1.5280 2.3874
H 0.4984 2.4268 1.6115
H 2.4773 0.0554 -0.0512
H 3.2354 1.0503 -1.0497
O 2.4329 0.6548 -1.0234
H 1.8272 -0.0138 -2.4882
H 0.7788 -1.1548 -2.4522
O 1.2747 -0.6060 -3.0599
H 0.1530 -0.7912 3.1973
H -0.2955 -0.5826 4.5928
O -0.3920 -1.2486 3.9180
H -1.6807 2.7659 -1.5015
H -1.4641 2.2826 -2.9036
O -2.0550 2.8428 -2.3486
H 1.4908 0.0627 1.7862
H 3.4450 -0.4719 1.3562
O 2.6177 -0.7139 1.0911
H -0.0813 0.5686 -3.3332
H -0.0838 1.4037 -4.4900
O -0.6311 1.1426 -3.8089
```

natural (NBO) atomic charge list, values in e, 4 entries:
1 C -0.623
2 C -0.044
3 C -0.610
4 C 0.475

=====

Short version: x is the least stable of them.

=====

w:
Formula: C3H8FN2
Source: OMol25
Level of theory: ωB97M-V/def2-TZVPD

Computed properties:
Frontier orbital gap (spin up / spin down) (Ha): 0.3301 / 0.3488
E_HOMO (spin up / spin down) (eV): -14.153 / -14.130
Net charge: +1

XYZ file:
```
14
C3H8FN2 ωB97M-V/def2-TZVPD
C 1.4058 0.1606 0.2738
C 0.4323 -0.1183 -0.8316
C -1.2528 -0.5254 0.9924
N 1.4937 -0.8152 1.2822
N -0.9905 0.2775 -0.1532
F 1.9785 -0.3240 2.4549
H 2.5001 0.2257 -0.2214
H 1.3695 1.2379 0.5437
H 0.5721 0.5186 -1.6407
H 0.4595 -1.1255 -1.3566
H -1.6405 -1.5440 1.1245
H -1.2258 -0.1537 2.0206
H -0.8745 1.2926 0.1894
H -1.5242 0.0123 -1.0093
```

natural (NBO) atomic charge list, values in e, 4 entries:
1 C -0.401
2 C -0.208
3 C -0.167
4 N 0.112

=====

x:
Formula: C3H8FN2
Source: OMol25
Level of theory: ωB97M-V/def2-TZVPD

Computed properties:
Frontier orbital gap (Ha): 0.3692
E_HOMO (eV): -14.447
Net charge: +1

XYZ file:
```
14
C3H8FN2 ωB97M-V/def2-TZVPD
C 2.1277 0.1449 0.2929
C -0.5014 2.1577 0.3423
C -1.4426 0.1978 -0.1530
N 2.5537 0.6032 -0.8243
N -0.3359 0.8148 0.0237
F 1.9531 -1.0656 0.3980
H -1.6062 2.3572 0.6470
H 0.2435 2.4302 1.0755
H -0.1869 2.8053 -0.5868
H -2.4026 0.6894 0.0325
H -1.4819 -0.7903 -0.3972
H 2.7555 -0.0512 -1.6364
H 2.1813 0.7409 1.2823
H 2.7989 1.5931 -0.8956
```

natural (NBO) atomic charge list, values in e, 4 entries:
1 C 0.704
2 C -0.445
3 C 0.007
4 N -0.702

=====

Short version: w is the least stable of them.

=====

w:
Formula: CH3BrClN
Source: OMol25
Level of theory: ωB97M-V/def2-TZVPD

Computed properties:
Frontier orbital gap (spin up / spin down) (Ha): 0.3432 / 0.2726
E_HOMO (spin up / spin down) (eV): -9.650 / -8.724
Net charge: 0

XYZ file:
```
7
CH3BrClN ωB97M-V/def2-TZVPD
C 0.5244 0.0246 1.1544
N -0.2171 0.1156 -1.4320
Cl -0.4918 -1.4292 -2.0229
Br -1.6847 1.2060 -1.2240
H -0.3915 0.4433 1.4510
H 1.0062 -0.8983 1.4626
H 1.2544 0.5380 0.6108
```

natural (NBO) atomic charge list, values in e, 4 entries:
1 C -0.457
2 N -0.477
3 Cl 0.185
4 Br 0.227

=====

x:
Formula: CH3BrClN
Source: OMol25
Level of theory: ωB97M-V/def2-TZVPD

Computed properties:
Frontier orbital gap (Ha): 0.4001
E_HOMO (eV): -10.369
SMILES string: [H]/N=C\Br.Cl
Net charge: 0

XYZ file:
```
7
CH3BrClN ωB97M-V/def2-TZVPD
H 1.1287 2.0552 -0.5344
N 0.3465 1.9391 0.0667
C 0.2616 0.7770 0.4330
Br 1.3076 -0.8155 -0.1449
H -0.4053 0.5103 1.1563
Cl -1.7354 -1.7307 -0.4319
H -0.9036 -2.7355 -0.5447
```

natural (NBO) atomic charge list, values in e, 4 entries:
1 H 0.353
2 N -0.574
3 C 0.135
4 Br -0.090

=====

Short version: w is the least stable of them.

=====

w:
Formula: C4H3NO
Source: OMol25
Level of theory: ωB97M-V/def2-TZVPD

Computed properties:
Frontier orbital gap (Ha): 0.3312
E_HOMO (eV): -9.381
SMILES string: N=C=C=CC=O
Net charge: 0

XYZ file:
```
9
C4H3NO ωB97M-V/def2-TZVPD
N -0.1579 0.9350 2.3291
C -0.2281 0.6077 1.2131
C -0.1194 1.1812 -0.3238
C 0.0593 0.2142 -1.2088
C -0.0004 -1.2170 -1.0160
O 0.0692 -2.0935 -1.8471
H 0.2032 1.3379 3.1071
H 0.2355 0.5312 -2.3204
H -0.0614 -1.4967 0.0669
```

natural (NBO) atomic charge list, values in e, 4 entries:
1 N -0.587
2 C 0.466
3 C -0.119
4 C -0.433

=====

x:
Formula: C4H3NO
Source: OMol25
Level of theory: ωB97M-V/def2-TZVPD

Computed properties:
Frontier orbital gap (Ha): 0.2870
E_HOMO (eV): -8.700
SMILES string: [H]/N=C/C=C=C=O
Net charge: 0

XYZ file:
```
9
C4H3NO ωB97M-V/def2-TZVPD
H -1.8591 1.8923 0.1465
N -1.0335 1.2671 0.2436
C -1.1535 0.1026 -0.2450
C -0.1591 -0.8688 0.1295
C 1.0039 -0.2454 0.2881
C 2.3210 -0.1296 0.1391
O 3.4189 0.0574 -0.1735
H -2.0307 -0.1715 -0.8188
H -0.5080 -1.9041 0.2905
```

natural (NBO) atomic charge list, values in e, 4 entries:
1 H 0.347
2 N -0.568
3 C 0.063
4 C -0.155

=====

Short version: w is the least stable of them.

=====

w:
Formula: C4H3NO
Source: OMol25
Level of theory: ωB97M-V/def2-TZVPD

Computed properties:
Frontier orbital gap (Ha): 0.3559
E_HOMO (eV): -10.328
Net charge: 0

XYZ file:
```
9
C4H3NO ωB97M-V/def2-TZVPD
C 1.1586 2.2989 -0.0689
C -0.1503 -1.5976 -0.1991
C 0.3375 -0.1519 -0.1954
C -0.5013 0.8161 0.2596
N 0.0371 2.0530 0.1840
O 0.2247 -2.4589 -0.9793
H -1.0270 -1.8932 0.5685
H 1.2964 0.2166 -0.3492
H -1.3757 0.7171 0.7797
```

natural (NBO) atomic charge list, values in e, 4 entries:
1 C 0.387
2 C 0.391
3 C -0.276
4 C 0.014

=====

x:
Formula: C4H3NO
Source: OMol25
Level of theory: ωB97M-V/def2-TZVPD

Computed properties:
Frontier orbital gap (spin up / spin down) (Ha): 0.2405 / 0.2403
E_HOMO (spin up / spin down) (eV): -9.728 / -9.722
Net charge: 0

XYZ file:
```
9
C4H3NO ωB97M-V/def2-TZVPD
C -0.2701 -0.5460 1.9975
C 0.3611 0.4557 -1.5727
C 0.4680 0.3808 -0.2423
C -0.3752 -0.2321 0.6648
N -0.1966 -0.7476 3.1414
O -2.0383 -0.9068 -0.0357
H 1.3223 0.7211 -2.0601
H -0.6701 0.2294 -1.9783
H 1.3989 0.6456 0.0854
```

natural (NBO) atomic charge list, values in e, 4 entries:
1 C 0.151
2 C -0.122
3 C -0.374
4 C 0.355

=====

y:
Formula: C4H3NO
Source: OMol25
Level of theory: ωB97M-V/def2-TZVPD

Computed properties:
Frontier orbital gap (Ha): 0.3132
E_HOMO (eV): -9.731
Net charge: 0

XYZ file:
```
9
C4H3NO ωB97M-V/def2-TZVPD
O -1.1828 1.3322 -0.5504
C -0.4360 0.2979 -0.8048
C 0.9183 0.3685 -0.3838
C 2.1082 0.3360 -0.1639
C -1.3267 -1.6110 0.6815
N -1.4933 -2.0901 1.7241
H -0.7062 2.0554 -0.1030
H -1.1105 -1.0386 -0.3321
H 3.1588 0.3353 0.0290
```

natural (NBO) atomic charge list, values in e, 4 entries:
1 O -0.577
2 C 0.259
3 C -0.228
4 C -0.068

=====

Short version: x is the least stable of them.